1.
Entry from the OMol25 dataset: a cluster of 2 separate species, C3H6O3 in total at a distorted geometry (ωB97M-V/def2-TZVPD).

XYZ file:
```
12
Properties=species:S:1:pos:R:3:forces:R:3:mulliken_charge:R:1
C -0.512 -1.034 -2.578 -0.256 -4.530 -1.162 -0.72
C -1.592 -1.006 -1.785 3.194 2.117 -0.539 0.15
O -1.730 0.127 -1.053 -5.166 -1.635 0.500 -0.50
H -0.187 -2.032 -3.078 -1.017 1.750 0.693 0.17
H 0.214 -0.289 -2.762 0.269 1.095 0.391 0.26
H -2.361 -1.747 -1.645 0.043 0.014 0.058 0.33
H -1.069 0.706 -0.816 2.968 1.200 0.106 0.30
O 1.014 1.716 1.560 1.401 0.290 1.131 -0.43
C 1.350 1.451 2.697 -3.204 1.187 -1.828 0.22
O 1.416 0.209 3.128 2.147 -2.073 0.727 -0.42
H 1.229 2.125 3.548 0.560 0.621 -0.103 0.29
H 2.228 -0.226 2.784 -0.939 -0.037 0.024 0.33
```
Forces are in eV/Å.

As for the HOMO energy: -0.32283 Eh. The calculation puts the frontier orbital gap at 9.4 eV. The SMILES is C=CO.O=CO. As for the lowest unoccupied orbital energy: 0.6 eV. The value obtained for the electronic energy is -343.55214 hartree.


2.
Entry from the OMol25 dataset: the molecule C3H6O3 at a distorted geometry (ωB97M-V/def2-TZVPD).

XYZ file:
```
12
Properties=species:S:1:pos:R:3:forces:R:3:mulliken_charge:R:1
O 2.408 0.353 -0.383 -0.732 -1.125 1.580 -0.57
C 1.295 -0.634 0.004 0.863 1.033 -0.898 -0.40
C 0.012 0.155 -0.012 0.064 0.736 -0.481 0.76
O 0.115 1.317 -0.361 -0.415 -0.011 -0.069 -0.69
C -1.403 -0.266 0.406 0.285 -0.265 -0.011 -0.39
O -2.296 0.624 -0.196 -0.130 0.047 0.111 -0.52
H 2.027 1.203 -0.739 -0.276 -1.476 0.931 0.36
H 1.226 -1.369 0.886 1.362 1.785 -0.396 0.27
H 1.492 -1.287 -0.826 -1.150 -0.694 -0.540 0.26
H -1.464 -0.210 1.510 0.166 -0.038 -0.215 0.23
H -1.662 -1.292 0.122 0.218 0.095 -0.047 0.31
H -1.750 1.405 -0.411 -0.256 -0.085 0.035 0.37
```
Forces are in eV/Å.

As for the HOMO energy: -0.38890 Eh. The calculation puts the frontier orbital gap at 11.1 eV. The SMILES is O=C(CO)CO. As for the lowest unoccupied orbital energy: 0.6 eV. The value obtained for the electronic energy is -343.56795 hartree.


Values of ΔE to the lowest compared entry with this formula, charge and spin, in order: 268.9; 227.4, all in kJ/mol.